# 1
DFT (ωB97M-V with the def2-TZVPD basis set) results for 6 unconnected molecules or ions with the total composition C20H23BrCl20N2O2 in a non-equilibrium geometry.

Structure (ORCA input):
```
! RIJCOSX wB97M-V def2-TZVPD def2/J DEFGRID3
* xyz 0 1
C -0.724 -1.023 -3.790
C 0.001 -0.556 -5.159
C 1.602 -0.302 -4.922
C 2.044 1.230 -5.194
C 2.888 1.901 -3.979
C 1.965 2.219 -2.666
C 2.815 2.020 -1.310
C 2.102 1.028 -0.215
C 1.692 -0.354 -0.966
N 1.517 -1.458 -1.432
C 3.239 0.716 0.890
C 2.964 -0.542 1.848
C 3.544 -1.949 1.333
C 5.024 -1.899 0.732
O 6.056 -1.497 1.338
O 5.159 -2.316 -0.656
C 0.811 1.831 0.327
Br -0.947 1.166 -0.425
C 0.630 1.842 1.911
N 0.527 1.680 3.114
H -0.463 -2.102 -3.487
H -0.327 -0.320 -2.955
H -1.876 -0.897 -3.812
H -0.435 0.485 -5.442
H -0.207 -1.356 -5.953
H 1.951 -0.590 -3.868
H 2.144 -0.976 -5.695
H 1.176 1.921 -5.484
H 2.762 1.207 -6.103
H 3.320 2.891 -4.404
H 3.813 1.264 -3.699
H 0.984 1.632 -2.726
H 1.673 3.339 -2.778
H 2.869 3.066 -0.802
H 3.896 1.720 -1.533
H 4.244 0.670 0.318
H 3.335 1.647 1.582
H 3.307 -0.266 2.918
H 1.812 -0.664 1.908
H 2.789 -2.473 0.624
H 3.595 -2.645 2.263
H 5.828 -3.038 -0.693
H 0.881 2.931 -0.010
Cl -3.324 -4.104 1.970
C -2.097 -2.835 2.190
Cl -0.966 -2.870 0.825
Cl -2.894 -1.250 2.256
Cl -1.213 -3.119 3.707
Cl -5.280 0.011 0.283
C -6.855 -0.785 0.493
Cl -7.829 0.132 1.664
Cl -7.703 -0.842 -1.067
Cl -6.608 -2.438 1.094
Cl -4.484 3.302 0.094
C -3.522 4.786 0.313
Cl -1.847 4.441 0.817
Cl -3.480 5.676 -1.225
Cl -4.304 5.785 1.556
Cl -3.528 5.050 5.054
C -3.713 3.329 4.645
Cl -2.290 2.779 3.734
Cl -3.862 2.379 6.140
Cl -5.174 3.108 3.657
Cl -0.505 -7.902 5.798
C -1.801 -6.744 6.170
Cl -1.114 -5.337 7.011
Cl -2.572 -6.213 4.660
Cl -3.012 -7.524 7.211
*
```

As for the molecular weight: 1112.38 g mol⁻¹. As for the LUMO energy: -0.014 hartree. The highest occupied orbital energy is -10.654 eV. The frontier orbital gap is 10.27 eV. Its SMILES is CCCCCCC[C@@](C#N)(CCCC(=O)O)[C@@H](Br)C#N.ClC(Cl)(Cl)Cl.ClC(Cl)(Cl)Cl.ClC(Cl)(Cl)Cl.ClC(Cl)(Cl)Cl.ClC(Cl)(Cl)Cl.

---

# 2
DFT (ωB97M-V with the def2-TZVPD basis set) results for C20H23Cl2N9O3 in the gas phase in a non-equilibrium geometry.

Structure (ORCA input):
```
! RIJCOSX wB97M-V def2-TZVPD def2/J DEFGRID3
* xyz 0 1
C 2.587 2.221 4.968
O 3.411 2.132 3.819
C 4.235 1.043 3.785
C 5.525 1.144 4.314
Cl 6.009 2.623 5.055
C 6.430 0.097 4.253
C 6.039 -1.083 3.640
Cl 7.150 -2.398 3.552
C 4.776 -1.214 3.096
C 3.858 -0.163 3.166
C 2.559 -0.365 2.548
N 1.604 0.456 2.744
N 0.395 0.334 2.171
C -0.092 -0.603 1.303
O 0.509 -1.585 0.912
C -1.472 -0.284 0.897
N -2.188 0.710 1.479
N -3.354 0.740 0.981
N -3.455 -0.230 0.049
C -4.660 -0.426 -0.586
N -4.961 -1.410 -1.386
O -6.231 -1.232 -1.753
N -6.770 -0.127 -1.186
C -5.833 0.417 -0.448
N -5.920 1.559 0.247
C -2.281 -0.917 -0.042
C -1.949 -1.935 -1.079
N -1.380 -1.338 -2.272
C -0.087 -0.712 -2.090
C 0.563 -0.481 -3.451
C -0.325 0.406 -4.323
C 0.287 0.617 -5.703
C -1.701 -0.251 -4.420
C -2.282 -0.497 -3.030
H 3.187 2.294 5.881
H 2.003 3.130 4.842
H 1.918 1.359 5.036
H 7.418 0.204 4.671
H 4.490 -2.136 2.616
H 2.475 -1.249 1.920
H -0.243 1.081 2.430
H -5.172 1.756 0.896
H -6.828 1.970 0.373
H -2.848 -2.485 -1.364
H -1.206 -2.619 -0.661
H -0.168 0.256 -1.560
H 0.534 -1.375 -1.486
H 0.702 -1.444 -3.942
H 1.541 -0.020 -3.309
H -0.435 1.382 -3.833
H 0.409 -0.335 -6.213
H -0.351 1.254 -6.311
H 1.263 1.089 -5.619
H -1.606 -1.209 -4.933
H -2.386 0.380 -4.991
H -2.455 0.480 -2.536
H -3.241 -1.013 -3.118
*
```

As for the molecular weight: 508.37 g mol⁻¹. As for the LUMO energy: -0.012 hartree. The highest occupied orbital energy is -8.808 eV. The frontier orbital gap is 8.48 eV. Its SMILES is COc1c(Cl)cc(Cl)cc1/C=N/NC(=O)c1nnn(-c2nonc2N)c1CN1CCC(C)CC1.

---

# 3
DFT (ωB97M-V with the def2-TZVPD basis set) results for 11 unconnected molecules or ions with the total composition C20H23Cl30N2O3P.

Structure (ORCA input):
```
! RIJCOSX wB97M-V def2-TZVPD def2/J DEFGRID3
* xyz 0 1
C 7.742 -3.388 3.593
C 6.562 -2.574 3.135
C 6.729 -1.083 3.058
N 5.477 -3.185 2.906
C 4.414 -2.640 2.220
C 4.464 -2.291 0.919
N 5.614 -2.416 0.085
C 3.251 -1.740 0.271
O 3.283 -1.199 -0.812
C 1.957 -1.822 1.005
C 1.877 -2.195 2.276
P 0.289 -2.325 3.210
C -0.551 -0.782 2.722
O -0.520 -3.433 2.270
C 3.137 -2.521 3.009
O 3.157 -2.652 4.212
H 7.519 -3.886 4.536
H 8.625 -2.766 3.732
H 7.966 -4.138 2.835
H 7.754 -0.831 2.785
H 6.063 -0.611 2.338
H 6.553 -0.651 4.046
H 6.041 -3.322 0.256
H 6.323 -1.730 0.322
H 1.088 -1.527 0.423
H -0.163 0.077 3.270
H -1.597 -0.932 2.998
H -0.528 -0.584 1.647
H -0.271 -3.367 1.339
Cl 0.994 -1.415 9.029
C 0.495 -2.239 7.545
Cl -0.895 -3.282 7.846
Cl 0.151 -1.078 6.274
H 1.317 -2.861 7.215
Cl -0.955 3.533 6.472
C 0.628 2.873 6.881
Cl 0.547 1.896 8.344
Cl 1.282 1.936 5.533
H 1.300 3.701 7.061
Cl 1.638 2.146 -1.191
C 1.327 1.047 -2.528
Cl 0.083 -0.132 -2.098
Cl 0.884 1.917 -3.993
H 2.244 0.509 -2.731
Cl -2.085 4.323 -4.146
C -2.294 3.121 -5.415
Cl -3.521 1.936 -4.957
Cl -2.697 3.884 -6.953
H -1.359 2.590 -5.537
Cl 1.510 -0.947 -6.305
C 2.492 0.261 -7.138
Cl 1.539 1.709 -7.470
Cl 3.906 0.668 -6.168
H 2.813 -0.162 -8.081
Cl -2.906 -7.027 1.515
C -2.703 -5.382 0.920
Cl -1.664 -5.360 -0.515
Cl -4.262 -4.639 0.569
H -2.214 -4.799 1.690
Cl -8.241 2.943 -3.213
C -6.565 2.738 -2.697
Cl -6.098 4.010 -1.569
Cl -6.321 1.143 -1.990
H -5.932 2.819 -3.571
Cl -9.312 7.322 -1.490
C -9.863 6.209 -2.743
Cl -11.240 5.261 -2.188
Cl -10.256 7.080 -4.228
H -9.053 5.527 -2.961
Cl 6.518 2.597 -1.595
C 6.390 1.203 -2.671
Cl 4.985 0.228 -2.259
Cl 6.363 1.724 -4.361
H 7.273 0.594 -2.530
Cl -12.755 1.843 -3.889
C -11.759 2.039 -5.331
Cl -11.366 3.740 -5.596
Cl -10.287 1.076 -5.210
H -12.329 1.687 -6.180
*
```

The energy relative to the best compared isomer or geometry (same formula, charge and spin) comes out at 0.000 eV. As for the molecular weight: 1433.98 g mol⁻¹. As for the LUMO energy: -0.058 hartree. The highest occupied orbital energy is -8.965 eV. The frontier orbital gap is 7.40 eV. Its SMILES is CC(C)=NC1=C(N)C(=O)C=C(P(C)O)C1=O.ClC(Cl)Cl.ClC(Cl)Cl.ClC(Cl)Cl.ClC(Cl)Cl.ClC(Cl)Cl.ClC(Cl)Cl.ClC(Cl)Cl.ClC(Cl)Cl.ClC(Cl)Cl.ClC(Cl)Cl.

---

# 4
DFT (ωB97M-V with the def2-TZVPD basis set) results for C20H23ClFNO2Si in the gas phase in a non-equilibrium geometry.

Structure (ORCA input):
```
! RIJCOSX wB97M-V def2-TZVPD def2/J DEFGRID3
* xyz 0 1
O 1.467 4.202 2.491
C 1.229 3.038 2.726
C 1.116 2.052 1.602
C 0.663 2.655 0.306
C 0.912 1.655 -0.813
N 0.186 0.363 -0.574
C 0.987 -0.902 -0.597
C 1.443 -1.310 -1.992
Si -0.066 -1.238 -3.125
O 0.494 -1.120 -4.700
C -1.261 -2.655 -3.114
C -1.773 -3.379 -2.058
C -2.706 -4.374 -2.321
C -3.160 -4.565 -3.616
Cl -4.399 -5.697 -3.948
C -2.665 -3.820 -4.664
C -1.718 -2.862 -4.416
C -1.024 0.330 -2.685
C -1.138 0.498 -1.206
C 1.173 2.546 4.126
C 0.806 3.452 5.118
C 0.839 3.074 6.426
C 1.229 1.803 6.774
F 1.531 1.530 8.056
C 1.526 0.864 5.803
C 1.463 1.209 4.484
H 0.437 1.256 1.873
H 2.132 1.622 1.456
H -0.402 2.919 0.376
H 1.250 3.542 0.077
H 0.632 2.088 -1.791
H 2.015 1.510 -0.924
H 1.847 -0.685 0.120
H 0.441 -1.711 -0.137
H 2.141 -0.581 -2.429
H 1.882 -2.316 -2.000
H 1.128 -1.820 -4.965
H -1.479 -3.152 -1.049
H -3.152 -4.895 -1.500
H -3.112 -3.893 -5.668
H -1.184 -2.339 -5.203
H -0.500 1.109 -3.195
H -2.034 0.309 -3.170
H -1.835 -0.256 -0.783
H -1.590 1.475 -0.941
H 0.536 4.451 4.804
H 0.443 3.731 7.172
H 1.662 -0.180 6.071
H 1.589 0.469 3.721
*
```

The energy relative to the best compared isomer or geometry (same formula, charge and spin) comes out at 0.000 eV. As for the molecular weight: 391.95 g mol⁻¹. As for the LUMO energy: 0.014 hartree. The highest occupied orbital energy is -8.381 eV. The frontier orbital gap is 8.75 eV. Its SMILES is O=C(CCCN1CC[Si](O)(c2ccc(Cl)cc2)CC1)c1ccc(F)cc1.